Entry 1:
A structure of composition C7H19IO2Pt at a distorted geometry. Source: the Open Molecules 2025 dataset; level of theory: wB97M-V/def2-TZVPD.

Geometry as ORCA input:
```
! wB97M-V def2-TZVPD RIJCOSX def2/J DEFGRID3
* xyz 0 3
C -1.53 1.37 1.48
H 1.06 1.08 -2.69
H -0.35 -0.15 -3.86
H 0.98 -1.77 2.23
O -1.38 0.01 1.05
H 3.05 0.32 2.31
H 0.83 -0.37 3.35
H -1.39 -0.43 3.08
I 0.40 -2.84 -0.39
C -1.77 1.08 -1.62
H -0.58 1.76 1.86
C 2.60 0.00 1.36
H 2.92 -1.04 1.15
C -0.04 -0.81 -3.06
C 1.00 0.18 -2.08
H -1.86 1.96 0.62
Pt -0.66 -0.56 -1.13
C -0.91 -0.79 2.15
H 0.60 -1.62 -3.39
O 1.19 0.12 1.39
H 1.94 -0.34 -2.01
C 0.60 -0.75 2.34
H -1.00 -1.30 -2.68
H -1.22 -1.82 1.94
H 0.73 0.60 -1.06
H 2.96 0.64 0.55
H -1.89 1.07 -2.71
H -2.29 1.39 2.27
H -2.75 1.05 -1.13
H -1.22 1.98 -1.33
*
```

LUMO energy (alpha / beta) = 0.54 / -1.60 eV
M = 457.2 g mol⁻¹
Maximum force = 6.98 eV/A
HOMO (alpha / beta) = -0.2288 / -0.3011 Ha
Calculated total energy = -23003.2915 eV
Frontier orbital gap (alpha / beta) = 6.77 / 6.59 eV

Entry 2:
A cluster of 2 separate species, C7H19N2O4PSSi in total. Source: the Open Molecules 2025 dataset; level of theory: wB97M-V/def2-TZVPD.

Geometry as ORCA input:
```
! wB97M-V def2-TZVPD RIJCOSX def2/J DEFGRID3
* xyz 0 1
H -0.48 2.47 0.25
O -0.79 2.88 -0.58
N 0.85 -1.24 -1.36
H 3.04 2.24 -0.30
H -0.48 -2.66 -0.69
C -0.19 -1.64 -0.44
H -1.33 0.09 0.23
C -1.45 -0.77 -0.44
N -0.75 -1.00 2.91
H -0.84 -3.53 4.77
S -3.07 4.20 -1.93
H -2.93 1.17 -3.39
H 0.86 -3.31 4.31
H 0.22 -1.66 0.57
H 0.83 0.60 -0.35
H -4.17 0.42 -1.43
C -0.49 -2.02 3.37
O -1.73 -0.33 -1.77
C -0.17 -3.32 3.94
H 3.17 -0.81 -0.52
H -2.30 -1.35 -0.06
C 3.23 1.24 0.12
Si -2.86 0.85 -1.97
H 3.41 1.22 -2.45
O 3.62 0.35 -2.09
H 0.56 -1.39 -2.31
P -2.38 2.77 -0.87
C 2.87 0.17 -0.89
H 4.28 1.19 0.40
H 2.63 1.15 1.03
O -3.03 2.65 0.61
H -0.28 -4.09 3.19
H 1.17 0.72 -2.06
H -2.41 2.65 1.35
C 1.37 0.11 -1.17
*
```

LUMO energy = 0.24 eV
M = 286.4 g mol⁻¹
Maximum force = 0.28 eV/A
HOMO = -0.3217 Ha
Structure (SMILES) = C[C@H](O)CNCCO[SiH2]P(O)(O)=S.CC#N
Calculated total energy = -46740.7811 eV
Frontier orbital gap = 8.99 eV

Entry 3:
The molecule C7H19N3 at a distorted geometry. Source: the Open Molecules 2025 dataset; level of theory: wB97M-V/def2-TZVPD.

Geometry as ORCA input:
```
! wB97M-V def2-TZVPD RIJCOSX def2/J DEFGRID3
* xyz 0 1
N -2.86 -0.47 0.55
H 1.10 1.15 -1.80
N 1.63 0.54 0.14
H 2.68 1.69 -1.23
H 3.11 -0.97 0.49
H -0.57 -2.09 -0.53
C -0.74 0.76 0.16
C 2.80 0.03 0.83
H 3.63 0.72 0.64
H -2.22 1.48 -2.00
H 1.03 -1.72 1.80
H 2.46 0.01 -1.75
C 0.29 -0.93 1.69
H 2.64 0.01 1.90
C 0.35 -0.30 0.30
H 0.45 -0.18 2.46
C 1.98 0.85 -1.23
H -0.68 -1.39 1.85
H -2.50 -1.40 0.73
C 0.24 -1.41 -0.76
H -0.44 1.54 -0.55
H -3.66 0.53 -1.57
C -2.82 1.10 -1.18
H -0.93 1.24 1.13
N -2.03 0.19 -0.38
H -2.91 0.04 1.44
H -3.21 1.94 -0.58
H 0.04 -0.99 -1.74
H 1.17 -1.98 -0.79
*
```

LUMO energy = 0.89 eV
M = 145.3 g mol⁻¹
Maximum force = 2.16 eV/A
HOMO = -0.3081 Ha
Structure (SMILES) = CN(N)CC(C)(C)N(C)C
Calculated total energy = -12035.9257 eV
Frontier orbital gap = 9.27 eV

Entry 4:
The molecule C7H19N5O2 at a distorted geometry. Source: the Open Molecules 2025 dataset; level of theory: wB97M-V/def2-TZVPD.

Geometry as ORCA input:
```
! wB97M-V def2-TZVPD RIJCOSX def2/J DEFGRID3
* xyz 0 1
H -0.28 1.24 -1.75
C -2.09 -1.31 -0.78
N -2.26 0.02 -1.38
H 0.89 3.41 -1.09
H 2.31 0.19 0.44
H -0.74 1.52 0.26
H -2.93 -1.97 -1.04
H 1.93 -0.45 2.11
C -0.52 -1.55 1.23
C 1.02 2.40 -0.64
H -1.19 -1.74 -1.23
C -1.91 -1.12 0.75
N 0.60 -0.95 0.51
H -0.47 -2.65 1.28
O 2.89 -2.99 -0.76
N 0.73 1.36 -1.68
H 2.05 2.18 -0.33
H -2.67 -1.71 1.27
H -0.42 -1.25 2.29
N 1.13 -1.78 -0.44
N 2.21 -2.38 0.07
H -0.26 3.05 1.10
H 1.13 1.66 -2.60
C 0.11 2.13 0.59
C 0.83 1.28 1.67
C 1.49 -0.01 1.18
H 0.07 0.98 2.46
O 1.16 -1.40 -1.78
H -3.02 0.48 -0.84
H -2.00 -0.02 0.93
H 1.25 -0.43 -1.63
H 1.60 1.90 2.19
H -2.64 -0.08 -2.36
*
```

LUMO energy = 0.86 eV
M = 205.3 g mol⁻¹
Maximum force = 3.27 eV/A
HOMO = -0.3244 Ha
Structure (SMILES) = NCCCCN(CCCN)N(O)N=O
Calculated total energy = -19107.5657 eV
Frontier orbital gap = 9.69 eV

Entry 5:
A cluster of 2 separate species, C7H19NO2 in total at a distorted geometry. Source: the Open Molecules 2025 dataset; level of theory: wB97M-V/def2-TZVPD.

Geometry as ORCA input:
```
! wB97M-V def2-TZVPD RIJCOSX def2/J DEFGRID3
* xyz 0 1
H 2.30 -2.46 -1.58
H 2.32 1.24 -1.34
C 1.72 -0.57 1.56
H 0.66 -2.39 -2.25
H -1.42 1.93 0.35
C 1.48 -1.79 -1.86
H -3.15 1.91 -1.47
H -1.45 -0.96 0.07
H -3.76 1.23 0.04
H 2.95 -0.90 -0.17
C -1.61 1.03 -0.26
H 3.23 1.43 0.15
H 1.87 -1.12 -2.65
H -1.67 0.75 2.44
H 1.61 -1.63 1.77
H 1.49 1.75 0.16
H 0.81 -0.06 1.82
H -3.06 -0.18 1.84
C -3.05 1.08 -0.78
C 2.04 -0.34 0.10
H -3.28 0.15 -1.29
O 0.97 -1.08 -0.77
H 2.51 -0.15 2.16
C 2.27 1.12 -0.26
C -1.96 -0.14 1.88
N -1.30 -0.11 0.59
H -0.15 0.26 -1.27
O -0.75 1.03 -1.37
H -1.62 -1.03 2.41
*
```

LUMO energy = 0.97 eV
M = 149.2 g mol⁻¹
Maximum force = 2.53 eV/A
HOMO = -0.3141 Ha
Structure (SMILES) = CN[C@H](C)O.COC(C)C
Calculated total energy = -13151.3507 eV
Frontier orbital gap = 9.52 eV

Entry 6:
A structure of composition C7H20Be2O11Ti at a distorted geometry. Source: the Open Molecules 2025 dataset; level of theory: wB97M-V/def2-TZVPD.

Geometry as ORCA input:
```
! wB97M-V def2-TZVPD RIJCOSX def2/J DEFGRID3
* xyz 1 4
O -1.92 -0.51 -2.36
C -3.10 -1.74 -0.46
O -3.16 -0.33 -0.20
H -3.63 -2.09 0.43
O -1.08 2.08 0.17
C 0.28 -0.21 -0.41
H 0.08 -1.80 -0.03
Be -1.82 0.73 -0.75
Ti -0.50 -1.66 -1.88
H 0.67 -0.83 1.83
O -0.96 1.28 -2.32
H -1.41 3.69 -1.23
H -0.20 2.09 0.56
C -1.04 0.20 -2.84
H 2.62 -0.72 0.86
O -0.74 -0.91 -0.24
H 0.23 -2.36 2.58
H -3.70 -0.24 0.59
H 1.94 -1.42 -0.88
H 1.01 2.75 2.07
O 2.70 -1.98 -0.71
C -1.40 3.49 -0.16
C 3.18 -1.58 0.50
H 2.50 1.80 2.48
C 0.79 -1.91 1.76
H -3.62 -2.03 -1.37
O 0.03 -0.23 -3.23
H -2.38 3.84 0.18
O 1.81 1.49 0.62
H 1.01 1.28 0.12
H 1.84 -2.06 1.99
O 0.43 -2.47 0.56
O 1.08 -0.69 -1.22
H -0.51 4.05 0.12
H 0.95 0.96 2.32
C 1.54 1.81 1.96
Be 1.08 0.98 -2.29
H 4.24 -1.38 0.34
H -2.07 -2.09 -0.38
H 3.11 -2.31 1.31
O 0.10 1.00 -0.38
*
```

LUMO energy (alpha / beta) = -3.75 / -4.09 eV
M = 346.1 g mol⁻¹
Maximum force = 13.65 eV/A
HOMO (alpha / beta) = -0.3625 / -0.4168 Ha
Calculated total energy = -54002.4985 eV
Frontier orbital gap (alpha / beta) = 6.12 / 7.26 eV